# 1
This record from the OMol25 dataset describes C12H25N3O3 as an isolated structure. The level of theory is wB97M-V/def2-TZVPD.

Computed properties:
HOMO energy   -0.3563 Ha
ΔE to the lowest compared entry with this formula, charge and spin   936.6 kJ/mol
Lowest unoccupied orbital energy   0.0180 Eh

Last column: Mulliken charge in e.
Atoms and positions in Å:
O: 0.509 -2.062 -1.188  -0.52
O: 1.213 -1.653 0.865  -0.48
O: 0.249 2.844 -0.979  -0.72
N: -6.108 -1.720 0.367  -0.65
N: 1.028 0.767 -1.384  -0.22
N: -0.810 2.342 1.313  -0.76
C: 0.211 1.609 -0.680  0.42
C: 1.269 -1.379 -0.268  0.19
C: -2.876 0.769 -0.250  -0.49
C: -0.572 1.125 0.548  -0.24
C: -4.983 -0.724 0.491  -0.40
C: 4.517 -0.545 -0.144  -0.41
C: 4.540 -1.778 0.652  -1.14
C: 2.771 0.857 1.377  -0.74
C: 2.104 -0.243 -0.941  0.08
C: -1.648 0.245 0.545  -0.86
C: 3.215 0.309 -0.088  0.00
C: -4.049 -0.274 -0.650  -0.88
H: 5.217 0.082 0.515  0.25
H: 3.020 -0.190 2.024  0.22
H: -0.053 -2.703 -0.837  0.45
H: -2.379 1.236 -1.187  0.29
H: -1.430 -0.996 0.289  0.03
H: 1.423 1.630 -1.969  0.33
H: -4.547 0.393 -1.374  0.36
H: -2.042 0.192 1.658  0.39
H: 5.419 -2.372 0.190  0.35
H: -4.323 -1.165 1.465  0.24
H: 4.697 -1.805 1.815  0.31
H: -6.471 -1.396 -0.877  0.28
H: 2.344 -0.501 -1.997  0.29
H: 3.414 1.920 1.459  0.31
H: 0.218 2.691 1.566  0.39
H: -5.520 0.291 0.839  0.22
H: 1.378 1.018 1.445  0.09
H: -0.063 0.540 1.249  0.72
H: -3.770 -1.069 -1.230  0.48
H: -1.092 3.049 0.577  0.37
H: 3.546 1.112 -0.761  0.42
H: -5.710 -2.811 0.196  0.29
H: 4.857 -0.766 -1.253  0.33
H: 3.746 -2.600 0.591  0.22
H: -3.404 1.624 0.401  0.21

# 2
This record from the OMol25 dataset describes a 10-piece molecular cluster, C36H100N8O12 overall. The level of theory is wB97M-V/def2-TZVPD.

Computed properties:
HOMO energy   -0.3313 Ha
ΔE to the lowest compared entry with this formula, charge and spin   0.0 kJ/mol
Lowest unoccupied orbital energy   0.0166 Eh
SMILES   COC[C@H](C)N.COC[C@H](C)N.COC[C@H](C)N.COC[C@H](C)N.COC[C@H](C)N.COC[C@H](C)N.COC[C@H](C)N.COC[C@H](C)N.OCCO.OCCO

Last column: Mulliken charge in e.
Atoms and positions in Å:
O: -4.836 -1.276 3.260  -0.27
O: -2.070 0.046 -3.195  0.45
O: -3.183 -6.585 -2.386  -0.52
O: -1.464 1.607 5.281  -0.45
O: 3.157 -1.344 2.727  -0.19
O: -4.394 6.133 2.839  -0.30
O: 5.045 -4.195 -0.193  -0.42
O: -1.128 -4.243 -0.629  -0.49
O: -1.013 3.037 -5.201  -0.51
O: -1.979 2.916 -2.367  -0.04
O: 0.526 1.535 0.579  -0.16
O: 5.812 0.240 -3.158  -0.45
N: -1.342 -1.403 -0.627  -0.01
N: 3.376 1.168 1.317  -0.39
N: 5.570 -1.379 -5.524  -0.74
N: -0.497 0.907 7.675  -0.82
N: -4.229 -1.554 0.558  -0.68
N: -4.686 -0.602 -5.748  -0.77
N: 7.354 -5.354 -2.752  -0.71
N: -1.958 5.425 0.198  -0.45
C: -3.958 1.628 -5.040  -0.85
C: 3.135 -1.469 -5.068  -1.12
C: 3.933 0.881 2.649  0.44
C: -3.110 6.055 2.245  -0.76
C: -0.367 0.715 5.245  -0.23
C: -5.502 -0.435 2.350  -1.21
C: 4.451 -0.722 -4.840  0.21
C: -0.892 -0.141 -3.975  -0.88
C: -3.740 3.970 0.986  -1.03
C: -5.372 0.505 0.056  -1.44
C: -5.679 -1.751 4.281  -0.82
C: 1.098 -1.082 -0.624  -0.57
C: -4.384 6.921 3.995  -0.78
C: 4.690 -0.585 -3.334  0.55
C: -4.616 -0.238 1.130  1.98
C: 0.427 0.839 6.526  0.64
C: -0.521 0.786 -0.005  1.04
C: 7.229 -5.923 -0.333  -1.39
C: -3.244 5.380 0.898  0.38
C: -3.258 -0.446 -3.801  -1.05
C: 1.357 -0.350 6.718  -1.26
C: 6.256 0.279 -1.817  -0.39
C: -2.355 -4.741 -1.113  0.05
C: 0.225 2.906 0.659  -0.41
C: -1.408 4.149 -4.370  -0.94
C: 4.117 2.173 3.433  -1.83
C: -0.219 -0.699 0.027  0.57
C: -3.576 0.160 -5.137  0.87
C: 4.190 -3.085 -0.009  -0.21
C: -2.138 1.715 4.048  0.04
C: 2.620 -2.408 3.471  -0.83
C: 6.469 -5.486 -1.590  0.37
C: -1.074 3.845 -2.944  0.13
C: -2.152 -6.195 -1.481  -0.60
C: 5.781 -4.159 -1.389  -0.34
C: 3.087 -0.114 3.417  0.32
H: -2.678 7.055 2.115  0.40
H: -1.192 1.617 7.455  0.27
H: -3.223 -1.544 -3.824  0.39
H: 3.428 0.310 0.776  -0.05
H: -0.786 1.135 -1.010  -0.47
H: -0.908 5.062 -4.711  0.42
H: -2.182 -1.250 -0.068  -0.14
H: 1.265 -0.598 -1.590  -0.20
H: -4.385 -1.545 -5.971  0.26
H: 5.695 -6.229 -1.797  0.32
H: 5.533 -2.366 -5.286  0.26
H: -2.718 0.062 -5.818  0.23
H: -0.187 -1.014 1.075  0.54
H: -4.710 0.767 -0.771  -0.02
H: -1.517 -0.925 -1.514  0.03
H: 3.534 -0.200 4.420  0.48
H: -6.451 -0.886 2.014  0.58
H: -5.759 1.472 0.399  0.36
H: -0.718 -0.323 5.131  0.23
H: -3.203 -4.602 -0.437  0.20
H: -3.051 3.395 1.618  -0.13
H: -0.041 -0.058 -3.303  -0.26
H: 4.926 0.460 2.474  0.44
H: 1.937 -0.274 7.634  0.39
H: 0.731 -1.244 6.810  0.42
H: 6.808 -0.635 -1.577  0.23
H: 8.075 -5.262 -0.142  0.28
H: -0.008 1.303 8.472  0.28
H: 6.591 -5.961 0.550  0.33
H: -2.938 0.967 3.995  0.20
H: -2.575 2.711 3.976  0.25
H: 1.059 1.739 6.495  0.25
H: -0.895 -1.133 -4.442  0.53
H: -4.728 3.890 1.431  0.55
H: 3.335 -2.770 4.224  0.30
H: -2.044 4.935 -0.685  -0.12
H: -1.199 -3.269 -0.573  0.46
H: -6.059 -0.933 4.909  0.31
H: -3.689 0.260 1.418  -0.80
H: 6.429 -1.009 -5.133  0.35
H: -0.823 0.603 -4.772  0.31
H: -5.758 0.511 2.851  0.39
H: -1.418 0.966 0.616  -0.40
H: 2.372 1.322 1.406  0.11
H: 1.032 3.427 1.171  0.42
H: -6.255 -0.038 -0.285  0.47
H: -2.913 -7.405 -2.807  0.30
H: -3.631 6.589 4.721  0.31
H: 4.674 2.900 2.843  0.43
H: -3.998 5.975 0.352  0.26
H: -2.462 5.439 2.888  0.23
H: 7.580 -6.948 -0.486  0.42
H: -1.154 -6.344 -1.898  0.31
H: -1.733 6.387 -0.033  0.30
H: 1.943 -0.902 0.043  -0.40
H: 4.720 1.997 4.329  0.46
H: 4.814 -2.176 0.027  0.17
H: 2.873 -1.443 -6.125  0.41
H: 3.423 -2.978 -0.780  0.34
H: -6.560 -2.250 3.854  0.33
H: -0.695 3.098 1.229  0.08
H: -1.875 2.043 -2.770  -0.36
H: 7.906 -6.205 -2.816  0.28
H: -4.982 1.688 -4.662  0.44
H: 2.348 -0.885 -4.577  0.07
H: -5.128 -2.446 4.907  0.25
H: 1.969 -0.478 5.826  0.13
H: 1.120 -2.162 -0.800  0.41
H: -1.489 3.109 -6.033  0.30
H: 8.047 -4.639 -2.541  0.28
H: -2.489 4.267 -4.478  0.32
H: -3.317 2.165 -4.342  -0.32
H: -5.077 -2.041 0.291  0.31
H: 3.789 -3.185 0.994  -0.01
H: 6.531 -3.350 -1.283  0.11
H: -3.928 2.104 -6.021  0.41
H: -0.040 3.525 -2.803  0.22
H: 0.253 0.980 4.380  -0.12
H: 3.170 2.630 3.734  0.25
H: -2.197 -6.826 -0.580  0.28
H: -3.767 3.520 -0.009  0.31
H: -4.909 -0.184 -6.645  0.28
H: -1.460 1.570 3.197  -0.29
H: 5.150 -3.885 -2.245  0.15
H: 0.059 3.340 -0.331  -0.04
H: -2.601 -4.238 -2.063  0.06
H: -4.069 -0.216 -3.104  0.09
H: -3.771 -2.077 1.297  0.20
H: 4.890 -1.588 -2.921  -0.46
H: -5.364 6.869 4.468  0.27
H: 4.276 0.293 -5.208  0.34
H: -1.294 4.787 -2.436  0.27
H: 1.698 -2.142 4.004  0.25
H: 2.387 -3.243 2.809  0.28
H: -4.203 7.981 3.766  0.30
H: 3.792 -0.173 -2.852  0.20
H: 6.899 1.151 -1.704  0.29
H: 3.128 -2.471 -4.639  0.29
H: 2.041 0.193 3.518  -0.40
H: 5.417 0.423 -1.126  0.03

# 3
This record from the OMol25 dataset describes C4H4O2 as an isolated structure. The level of theory is wB97M-V/def2-TZVPD.

Computed properties:
HOMO energy   -0.3599 Ha
ΔE to the lowest compared entry with this formula, charge and spin   373.9 kJ/mol
Lowest unoccupied orbital energy   0.0001 Eh

Last column: Mulliken charge in e.
Atoms and positions in Å:
O: 1.351 0.227 1.270  -0.55
O: 0.829 0.586 -1.408  -0.57
C: -0.064 -0.255 -1.371  0.06
C: -0.435 -0.877 -0.107  -0.23
C: -1.019 0.258 0.347  -0.09
C: 0.090 -0.296 1.170  -0.03
H: 1.681 0.387 0.366  0.37
H: -0.758 -0.398 -2.212  0.37
H: -1.449 1.111 -0.158  0.33
H: -0.224 -0.742 2.104  0.34

# 4
This record from the OMol25 dataset describes C58H46F5N4O8PbS as an isolated structure. The level of theory is wB97M-V/def2-TZVPD.

Computed properties:
HOMO energy   -0.1750 Ha
Lowest unoccupied orbital energy   0.0689 Eh
Net charge   -1

Last column: Mulliken charge in e.
Atoms and positions in Å:
Pb: -0.410 -0.817 0.561  1.69
S: -1.641 0.263 -2.151  1.03
F: -1.706 1.670 -4.784  -0.43
F: 3.644 -1.290 -4.097  -0.40
F: 2.891 2.358 -5.066  -0.38
F: 1.172 -0.780 -2.032  -0.30
F: 0.418 2.771 -6.024  -0.36
O: 3.263 2.819 1.217  -0.20
O: -2.165 -1.352 -2.489  0.08
O: 1.532 3.878 0.238  -0.31
O: -6.235 -5.333 -2.301  -0.69
O: -3.208 -3.296 -4.953  -0.62
O: -0.933 1.263 0.950  -0.27
O: 1.595 -0.399 1.078  -1.29
O: 0.665 -3.157 0.388  -0.77
N: -3.833 -0.573 -0.959  0.24
N: -0.526 -4.313 2.021  -0.84
N: -1.749 -3.984 1.575  -0.31
N: -5.163 -4.244 -3.944  -0.05
C: 5.614 -0.744 3.931  -0.62
C: -0.669 4.575 2.479  0.09
C: 2.534 4.864 2.247  -1.75
C: -3.525 4.016 -0.678  -0.90
C: -5.743 -3.383 -0.251  -0.37
C: -2.041 -3.866 0.327  -1.74
C: 1.848 -4.323 2.078  0.80
C: 4.271 -4.996 3.278  -0.45
C: -3.124 4.234 -1.991  -0.86
C: -0.843 4.329 4.865  -0.66
C: 3.379 -0.845 3.052  -0.21
C: 5.938 0.206 2.972  -1.07
C: -6.288 -1.893 -0.346  -0.07
C: -5.587 -4.362 -2.648  -0.24
C: 1.064 2.548 0.469  -0.93
C: -5.804 -1.838 -1.828  -0.68
C: -4.567 -3.126 -4.639  -0.19
C: -3.395 -3.558 -0.095  0.89
C: -4.653 -0.902 -2.109  -0.76
C: -3.660 -3.113 -1.526  0.09
C: -4.378 -0.519 0.342  -0.39
C: 0.578 -3.906 1.405  -0.07
C: 1.875 1.704 -4.501  0.65
C: -5.194 -3.265 -1.684  1.32
C: 2.165 1.923 1.360  -0.34
C: 0.599 1.943 -4.988  0.29
C: 4.991 0.618 2.047  -0.25
C: -5.593 -0.983 0.605  -1.40
C: 2.122 0.818 -3.461  -0.91
C: -0.423 2.551 0.950  2.76
C: -0.810 5.138 3.739  -0.93
C: 4.237 -4.625 1.942  -0.49
C: -0.484 1.363 -4.361  -0.07
C: 1.886 -4.698 3.419  -0.18
C: 4.180 -0.640 -2.968  -0.03
C: 3.702 0.095 2.080  -0.15
C: -1.290 3.287 -0.088  -0.12
C: -0.304 0.473 -3.305  0.46
C: 3.503 0.735 -2.811  -0.42
C: -2.619 3.539 0.253  -0.53
C: 4.330 -1.265 3.972  -0.68
C: 3.093 -5.036 4.013  -0.70
C: -0.596 2.392 3.462  -0.43
C: -0.733 2.953 4.724  -0.84
C: 2.648 0.487 1.032  2.40
C: 4.073 -1.541 -1.782  -1.40
C: 3.713 4.842 0.038  -1.86
C: -0.561 3.196 2.328  -0.32
C: -3.377 -1.634 -1.821  -0.58
C: 3.252 0.278 -0.360  0.30
C: 2.747 4.095 0.944  1.32
C: 3.032 -4.285 1.347  -0.22
C: -0.898 3.523 -1.402  -0.08
C: 3.650 -1.119 -0.598  -0.64
C: 1.005 0.167 -2.948  0.61
C: -1.808 3.991 -2.344  -0.61
C: 3.283 1.149 -1.365  -0.61
C: -4.540 -3.647 0.592  -1.26
H: 2.985 -3.972 0.311  0.40
H: 4.669 4.959 0.545  0.35
H: -6.609 -1.745 -2.557  0.29
H: -6.534 -4.119 -0.122  0.49
H: -0.957 4.768 5.849  0.40
H: 1.035 2.003 -0.481  -0.57
H: 3.867 4.280 -0.882  0.36
H: 3.118 -5.335 5.054  0.38
H: 5.245 1.354 1.295  0.42
H: 5.239 -0.496 -3.213  0.38
H: 0.959 -4.705 3.974  0.45
H: -5.082 -3.024 -5.594  0.50
H: -2.652 -3.002 -4.222  0.36
H: -4.603 -3.925 1.635  0.44
H: -3.081 -3.715 -2.232  1.15
H: -4.547 4.218 -0.383  0.42
H: -0.758 2.312 5.596  0.44
H: -4.730 -2.222 -4.056  0.13
H: 1.951 4.266 2.945  0.28
H: 6.364 -1.082 4.636  0.40
H: -4.732 -0.122 -2.861  0.43
H: -2.944 3.340 1.267  0.45
H: 3.506 5.075 2.694  0.51
H: -1.487 4.169 -3.364  0.51
H: -5.343 -5.068 -4.499  0.29
H: 0.132 3.378 -1.707  0.34
H: 4.067 -2.016 4.707  0.47
H: 4.125 1.477 -3.308  0.97
H: 3.009 2.188 -1.238  0.24
H: -0.640 5.205 1.599  0.57
H: -0.529 1.319 3.336  0.35
H: 5.153 -4.602 1.363  0.39
H: -7.371 -1.833 -0.244  0.54
H: 4.383 -2.565 -1.952  0.41
H: -0.893 6.214 3.840  0.41
H: -3.830 4.595 -2.728  0.42
H: 2.003 5.794 2.052  0.34
H: -1.307 -4.006 -0.468  0.55
H: 3.296 5.820 -0.201  0.38
H: 2.381 -1.262 3.057  0.10
H: 3.570 -1.800 0.240  0.24
H: 6.941 0.614 2.931  0.40
H: -3.775 0.054 1.039  0.51
H: -6.043 -0.829 1.578  0.34
H: 1.819 1.896 2.401  1.13
H: 5.214 -5.252 3.747  0.40